No. 1
ORCA calculation (the ωB97M-V functional and the def2-TZVPD basis) on a structure of composition C30H28Br2NO20S2Si in a non-equilibrium geometry.

Output
2S+1: 1
Total energy, a.u.: -8953.41538
HOMO energy, eV: -6.06
Charge: -1
Gap between HOMO and LUMO, eV: 5.8

Last column: Löwdin charge in e.
Geometry (Å):
C (-1.56308, 2.22859, 1.15331)  -0.130
C (-1.47462, 0.66805, 1.01568)  -0.702
Br (-3.08021, -0.34738, 1.60070)  0.618
C (-0.32147, 0.07217, 0.54092)  -0.714
Br (-0.33490, -1.91874, 0.45599)  0.747
S (1.22849, 0.87784, 0.01560)  0.538
O (1.47124, 0.38397, -1.39783)  -0.404
O (1.19184, 2.37595, -0.04606)  -0.391
N (2.58815, 0.40639, 0.90882)  -0.347
S (2.44565, 0.80190, 2.54997)  0.457
O (1.14422, 0.42711, 3.20638)  -0.431
O (3.54146, 0.02452, 3.26416)  -0.440
Si (2.84638, 2.88691, 3.02234)  0.483
C (4.48690, 3.52501, 2.21703)  -0.190
C (3.19746, 2.91803, 4.92742)  -0.206
C (1.37671, 4.06305, 2.75279)  -0.205
H (-2.48516, 2.56199, 1.72955)  0.071
H (-1.59013, 2.72954, 0.13930)  0.090
H (-0.66240, 2.62613, 1.69877)  0.046
H (4.36932, 3.35756, 1.10952)  0.038
H (4.55521, 4.61644, 2.50992)  0.023
H (5.34456, 2.95338, 2.68015)  0.042
H (2.42682, 2.24438, 5.43175)  0.046
H (2.96917, 3.97558, 5.25769)  0.021
H (4.23733, 2.57056, 5.17914)  0.037
H (1.69766, 5.07330, 3.18601)  0.005
H (1.11775, 4.25705, 1.67352)  0.035
H (0.46713, 3.75427, 3.35082)  0.052
C (-2.75503, -5.47467, 0.86517)  0.092
C (-3.48684, -6.55276, 1.15127)  -0.226
C (-2.88142, -7.91372, 1.20158)  -0.317
O (-3.58009, -8.87135, 1.48501)  0.100
C (-1.45466, -8.04247, 0.89921)  0.072
C (-0.72147, -6.96491, 0.60939)  -0.233
C (-1.32213, -5.60046, 0.58603)  -0.308
O (-0.62183, -4.63982, 0.33567)  -0.016
O (0.59814, -7.06965, 0.32477)  0.095
O (-4.81433, -6.45832, 1.41008)  0.094
H (-3.18194, -4.48095, 0.82756)  0.141
H (-1.03155, -9.03752, 0.92172)  0.135
H (0.89995, -6.15654, 0.15280)  0.125
H (-5.10834, -7.37071, 1.58755)  0.112
C (4.29066, 9.34861, 3.09809)  0.076
C (3.77366, 8.22378, 3.59842)  -0.219
C (2.32538, 7.89966, 3.45021)  -0.294
O (1.89608, 6.85515, 3.90428)  0.082
C (1.47114, 8.86823, 2.75905)  0.086
C (1.98789, 9.99388, 2.26212)  -0.227
C (3.44081, 10.30541, 2.38655)  -0.317
O (3.87647, 11.33541, 1.90326)  0.104
O (1.21458, 10.90350, 1.62195)  0.096
O (4.54202, 7.32816, 4.26103)  0.102
H (5.33919, 9.59434, 3.19682)  0.136
H (0.41979, 8.62968, 2.67338)  0.140
H (1.82189, 11.61998, 1.35965)  0.114
H (3.93761, 6.60611, 4.51874)  0.111
C (-0.33534, -7.71461, -6.00660)  0.077
C (0.74122, -8.42414, -5.66218)  -0.227
C (1.08863, -8.66874, -4.23235)  -0.311
O (2.06893, -9.33736, -3.96026)  0.113
C (0.22506, -8.08154, -3.20513)  0.084
C (-0.84984, -7.36893, -3.54997)  -0.217
C (-1.21233, -7.14744, -4.97917)  -0.311
O (-2.21094, -6.50747, -5.25224)  0.116
O (-1.65818, -6.81648, -2.61521)  0.102
O (1.56599, -8.95491, -6.59642)  0.096
H (-0.59898, -7.53226, -7.03950)  0.136
H (0.49727, -8.25081, -2.17148)  0.128
H (-2.35878, -6.35695, -3.11545)  0.121
H (2.26171, -9.41808, -6.09366)  0.115
C (-2.74554, 1.96854, -4.35697)  0.070
C (-2.24737, 1.02991, -3.54482)  -0.217
C (-3.13145, 0.24114, -2.63527)  -0.307
O (-2.64921, -0.61717, -1.92552)  0.090
C (-4.56583, 0.54608, -2.63639)  0.079
C (-5.05813, 1.48555, -3.44512)  -0.231
C (-4.17996, 2.25365, -4.37353)  -0.325
O (-4.67485, 3.09173, -5.10983)  0.089
O (-6.38168, 1.78412, -3.45962)  0.085
O (-0.92530, 0.75858, -3.51586)  0.114
H (-2.11801, 2.54566, -5.02216)  0.134
H (-5.19322, -0.01914, -1.96057)  0.135
H (-6.47902, 2.48970, -4.12551)  0.110
H (-0.81176, 0.04850, -2.85255)  0.109

=====

No. 2
ORCA calculation (the ωB97M-V functional and the def2-TZVPD basis) on a structure of composition C30H28BrCoN7O3S2 in a non-equilibrium geometry.

Output
<S²>: 1.175
2S+1: 2
Total energy, a.u.: -6522.12780
HOMO energy (spin up / spin down), eV: -7.55 / -7.55
Gap between HOMO and LUMO (spin up / spin down), eV: 7.0 / 6.9
Energy relative to the best compared isomer or geometry (same formula, charge and spin), kJ/mol: 117.67

Last column: Löwdin spin population.
Geometry (Å):
Co (-0.14670, -0.05000, 0.26210)  0.964
O (-2.41900, -5.03510, 0.22440)  0.000
C (-3.26410, -4.22070, -0.47450)  0.001
C (-4.52970, -4.65370, -0.85090)  0.000
C (-5.36330, -3.82670, -1.58150)  0.001
C (-4.93300, -2.56630, -1.95570)  0.000
C (-3.68010, -2.12660, -1.56680)  0.001
C (-2.83990, -2.93550, -0.81920)  0.002
C (-1.52890, -2.40480, -0.26270)  0.003
O (-1.68000, -1.18440, 0.26800)  0.020
N (-0.48580, -2.36840, -1.31100)  -0.002
N (0.43360, -1.40470, -1.16170)  -0.003
C (1.59970, -1.53950, -1.70760)  0.001
C (2.58050, -0.50290, -1.77540)  0.000
Br (1.87450, 1.29130, -1.79970)  0.008
C (3.91430, -0.65240, -1.90200)  0.000
C (4.64130, -1.90340, -1.85220)  0.000
C (5.86440, -2.00310, -2.52700)  0.000
C (6.55850, -3.19580, -2.56060)  0.000
C (6.05730, -4.31480, -1.91160)  0.000
C (4.87340, -4.21680, -1.19610)  0.000
C (4.18010, -3.02370, -1.15560)  0.000
H (-2.87560, -5.86410, 0.41690)  0.000
H (-4.86440, -5.64230, -0.56190)  0.000
H (-6.34650, -4.17550, -1.86130)  0.000
H (-5.57600, -1.92770, -2.54270)  0.000
H (-3.34340, -1.13600, -1.82360)  0.000
H (-1.18780, -3.14460, 0.50140)  -0.001
H (-0.14550, -3.27420, -1.63460)  0.000
H (1.85640, -2.47430, -2.21260)  0.000
H (4.50740, 0.23180, -2.08410)  0.000
H (6.25650, -1.13850, -3.04330)  0.000
H (7.49360, -3.26020, -3.10070)  0.000
H (6.59770, -5.25000, -1.93860)  0.000
H (4.48770, -5.07840, -0.66870)  0.000
H (3.29310, -2.94260, -0.54660)  0.000
C (3.63990, 1.42650, 3.80650)  -0.004
S (1.92450, 1.98370, 4.02650)  -0.002
C (1.12480, 1.35280, 2.60740)  -0.005
S (1.87530, 0.24900, 1.52760)  -0.058
N (-0.09710, 1.77490, 2.46040)  -0.003
N (-0.70120, 1.44410, 1.32750)  -0.015
C (-1.92360, 1.86400, 1.08620)  0.022
C (-2.40170, 1.68550, -0.23710)  0.003
C (-3.67340, 2.08440, -0.67870)  0.005
C (-4.02390, 1.86650, -1.99100)  0.000
C (-3.09970, 1.28590, -2.85760)  0.006
C (-1.85740, 0.93210, -2.35020)  0.004
N (-1.52210, 1.10640, -1.08970)  0.036
H (4.04210, 1.22680, 4.79400)  0.000
H (4.20750, 2.21010, 3.31140)  0.000
H (3.63280, 0.52420, 3.20110)  -0.003
H (-2.50780, 2.36340, 1.84980)  0.001
H (-4.35560, 2.54310, 0.02020)  0.000
H (-5.00690, 2.13600, -2.34820)  0.000
H (-3.34010, 1.09320, -3.89050)  0.001
H (-1.10880, 0.48060, -2.99080)  0.000
N (-3.26800, -0.04400, 5.30770)  0.000
C (-3.10440, -1.37970, 5.16510)  0.000
O (-3.77450, -2.17620, 5.79210)  0.000
C (-2.05840, -1.82550, 4.19410)  0.000
C (-1.74880, -3.18640, 4.14660)  0.001
C (-0.75280, -3.61490, 3.29060)  0.000
C (-0.10020, -2.66940, 2.51220)  0.001
N (-0.42190, -1.38280, 2.50990)  0.012
C (-1.38010, -0.97730, 3.32930)  0.002
H (-3.95190, 0.27160, 5.97680)  0.000
H (-2.68040, 0.63740, 4.86410)  0.000
H (-2.29030, -3.86500, 4.78810)  0.000
H (-0.48040, -4.65690, 3.22560)  0.000
H (0.73140, -2.94570, 1.87570)  0.000
H (-1.59970, 0.07900, 3.28500)  0.000

=====

No. 3
ORCA calculation (the ωB97M-V functional and the def2-TZVPD basis) on a structure of composition C30H28Cl2GeIN6OSeSn.

Output
2S+1: 1
Total energy, a.u.: -7474.23117
HOMO energy, eV: -9.91
Charge: +1
Gap between HOMO and LUMO, eV: 6.2
Energy relative to the best compared isomer or geometry (same formula, charge and spin), kJ/mol: 348.02

Last column: Löwdin charge in e.
Geometry (Å):
Sn (-0.59009, 0.80612, 0.02348)  1.150
N (-1.76138, -3.73738, -0.28960)  0.176
C (-1.02280, -2.76102, -0.83711)  -0.646
O (-0.62890, -1.80218, -0.17850)  -0.126
C (-0.67941, -2.91201, -2.29709)  -0.535
I (-2.43356, -2.81426, -3.50934)  0.853
H (-2.05559, -3.64772, 0.66825)  0.123
H (-2.13848, -4.48571, -0.84580)  0.099
H (-0.22936, -3.87921, -2.50414)  0.057
H (-0.02276, -2.10456, -2.60186)  0.027
Cl (-2.38004, 5.27886, 0.71594)  0.519
C (-3.08812, 4.13540, -0.43290)  -0.972
Cl (-1.86280, 3.40803, -1.48502)  0.519
H (-3.79927, 4.66368, -1.05666)  0.032
H (-3.55964, 3.33858, 0.13106)  0.026
Se (-1.75892, 2.99183, 4.16082)  1.150
N (-1.64408, 1.67526, 5.33428)  -0.208
C (-1.15540, 0.63585, 4.68530)  -0.395
C (-0.89211, -0.65531, 5.24595)  0.020
C (-0.39204, -1.60163, 4.41777)  -0.026
C (-0.14247, -1.29301, 3.03616)  -0.109
N (-0.36042, -0.14173, 2.48452)  0.021
C (-0.87342, 0.84480, 3.29059)  -0.511
N (-1.13483, 2.03935, 2.80847)  -0.253
H (-1.09367, -0.84151, 6.29158)  0.128
H (-0.17082, -2.59742, 4.77445)  0.112
H (0.25407, -2.06389, 2.38215)  0.115
N (1.11446, 0.37162, -2.76124)  -0.013
C (1.23829, 0.16371, -4.07897)  -0.075
C (-0.02404, 0.27301, -4.62446)  -0.056
C (-0.85596, 0.56140, -3.53571)  -0.189
N (-0.14914, 0.62893, -2.41308)  -0.108
H (1.79941, 0.43661, -2.01331)  0.095
H (2.19249, -0.04110, -4.53236)  0.125
H (-0.30155, 0.15590, -5.65599)  0.103
H (-1.91918, 0.73083, -3.51357)  0.102
C (1.46321, 1.39722, -0.01652)  -0.562
Ge (2.64421, 1.27635, 1.34422)  1.108
C (1.82410, 2.72357, -0.66661)  -0.434
C (2.74299, 2.83777, -1.71844)  -0.079
C (3.05016, 4.06405, -2.28469)  -0.070
C (2.43662, 5.22133, -1.82530)  -0.082
C (1.53025, 5.13667, -0.78018)  -0.083
C (1.24265, 3.90988, -0.20252)  -0.119
C (2.52435, 1.04896, 3.26278)  -0.317
C (3.11320, -0.04861, 3.89240)  -0.108
C (3.04321, -0.18630, 5.27125)  -0.076
C (2.40964, 0.78521, 6.03429)  -0.073
C (1.85057, 1.89655, 5.42077)  -0.083
C (1.89388, 2.02142, 4.03830)  -0.133
C (4.51649, 1.51986, 0.96256)  -0.306
C (5.13481, 0.77124, -0.03725)  -0.122
C (6.50191, 0.88092, -0.25356)  -0.079
C (7.25496, 1.75518, 0.51469)  -0.073
C (6.64773, 2.51645, 1.50525)  -0.072
C (5.28767, 2.38854, 1.73867)  -0.098
H (3.25828, 1.95375, -2.07666)  0.094
H (3.77443, 4.11580, -3.08687)  0.106
H (2.67829, 6.17961, -2.26368)  0.104
H (1.04691, 6.02924, -0.40449)  0.105
H (0.54136, 3.85399, 0.62494)  0.080
H (3.65142, -0.78954, 3.31192)  0.106
H (3.49944, -1.04141, 5.75236)  0.109
H (2.36036, 0.68138, 7.11032)  0.111
H (1.37749, 2.66448, 6.01953)  0.109
H (1.45721, 2.89550, 3.56756)  0.093
H (4.54779, 0.09775, -0.65255)  0.092
H (6.97830, 0.28465, -1.02045)  0.106
H (8.32003, 1.84126, 0.34526)  0.108
H (7.23711, 3.20050, 2.10071)  0.108
H (4.82868, 2.97016, 2.53012)  0.102